# 1
Here is 17 unconnected molecules or ions with the total composition C61H166N10O24 from OMol25. Energies are from the ωB97M-V functional and the def2-TZVPD basis.

Each line ends with the Mulliken charge.
Element x y z (Å)
C: 4.682 0.866 -0.490  0.025
O: 5.467 1.502 0.517  -0.647
H: 3.644 0.776 -0.170  -0.415
H: 4.685 1.425 -1.425  0.238
H: 5.011 -0.146 -0.726  0.382
H: 4.843 2.058 0.989  0.307
C: 0.056 -5.055 4.985  -0.350
O: 1.216 -4.897 5.796  -0.634
H: -0.852 -4.790 5.526  0.123
H: 0.169 -4.488 4.061  -0.034
H: 0.026 -6.108 4.704  0.475
H: 1.989 -4.961 5.229  0.458
C: -4.142 -3.794 4.820  -0.999
O: -3.007 -3.205 4.161  -0.107
H: -4.117 -3.576 5.888  0.199
H: -5.034 -3.354 4.373  0.328
H: -4.130 -4.880 4.735  0.331
H: -2.996 -3.539 3.261  0.344
C: -4.647 -0.551 2.824  0.554
O: -5.580 0.394 2.418  -0.598
H: -5.087 -1.385 3.369  0.111
H: -4.030 -0.876 1.986  -0.348
H: -3.950 -0.113 3.539  -0.062
H: -5.186 0.817 1.652  0.365
C: -3.700 2.673 -0.073  -0.294
O: -5.066 2.308 0.285  -0.574
H: -3.111 2.407 0.805  -0.157
H: -3.353 2.139 -0.957  0.298
H: -3.809 3.732 -0.308  0.460
H: -5.624 2.393 -0.491  0.249
C: 4.942 2.065 -5.883  -0.565
O: 4.474 3.361 -5.560  -0.432
H: 5.668 2.131 -6.694  0.291
H: 5.401 1.581 -5.020  0.237
H: 4.093 1.444 -6.169  0.201
H: 4.952 3.772 -4.835  0.282
C: -4.535 -4.232 1.341  -0.659
O: -3.158 -4.068 1.750  -0.591
H: -4.792 -3.488 0.586  0.079
H: -4.690 -5.184 0.833  0.417
H: -5.266 -3.983 2.111  0.338
H: -2.628 -4.262 0.974  0.164
C: -2.876 -1.323 -0.725  0.496
O: -4.020 -1.519 -1.601  -0.302
C: -3.820 -2.420 -2.711  -0.043
C: -5.143 -2.640 -3.468  -1.225
N: -6.143 -3.324 -2.603  -0.417
C: -5.832 -4.717 -2.257  -0.075
C: -5.543 -5.614 -3.518  -0.608
O: -5.459 -6.984 -3.137  -0.331
C: -5.670 -7.836 -4.210  -0.771
H: -2.677 -2.250 -0.186  -0.116
H: -3.086 -0.539 0.002  -0.382
H: -1.945 -1.057 -1.227  -0.021
H: -3.479 -3.414 -2.423  0.310
H: -2.998 -2.078 -3.340  0.192
H: -5.034 -3.163 -4.418  0.348
H: -5.512 -1.648 -3.727  0.423
H: -6.144 -2.788 -1.747  0.335
H: -6.627 -5.180 -1.672  0.463
H: -4.962 -4.764 -1.601  -0.091
H: -4.698 -5.275 -4.117  0.282
H: -6.433 -5.420 -4.117  0.349
H: -5.349 -8.841 -3.937  0.265
H: -5.051 -7.589 -5.073  0.315
H: -6.733 -7.895 -4.442  0.306
C: 2.649 1.383 -3.201  -1.544
O: 1.946 1.298 -1.966  1.343
C: 1.096 2.373 -1.801  -0.940
C: 0.722 2.541 -0.315  0.469
N: 0.013 1.427 0.230  0.600
C: -0.034 1.513 1.692  1.240
C: -0.683 0.285 2.361  -0.360
O: 0.164 -0.857 2.278  1.542
C: -0.469 -2.076 2.205  1.360
H: 1.932 1.461 -4.019  0.206
H: 3.202 0.471 -3.424  0.240
H: 3.347 2.220 -3.190  0.346
H: 0.210 2.145 -2.394  0.323
H: 1.519 3.297 -2.194  -0.066
H: 0.215 3.491 -0.143  0.375
H: 1.662 2.550 0.236  -0.651
H: 0.338 0.515 -0.057  -0.253
H: -0.566 2.370 2.105  -1.255
H: 1.003 1.522 2.029  -0.328
H: -1.626 0.056 1.864  -0.740
H: -1.023 0.417 3.388  0.292
H: 0.282 -2.834 1.982  -0.638
H: -1.224 -2.094 1.419  -0.731
H: -0.968 -2.328 3.140  -0.105
C: 2.164 6.001 -4.101  -0.531
O: 1.726 7.235 -4.714  -0.397
C: 1.287 8.149 -3.697  0.198
C: 1.132 9.526 -4.220  -1.128
N: -0.177 9.656 -4.975  -0.397
C: -0.201 8.942 -6.247  -0.468
C: -1.525 9.300 -6.923  -0.628
O: -1.532 10.615 -7.539  -0.323
C: -2.763 10.931 -8.206  -0.689
H: 3.146 6.117 -3.643  0.211
H: 2.269 5.209 -4.843  0.346
H: 1.500 5.615 -3.328  0.199
H: 2.074 8.205 -2.945  0.105
H: 0.372 7.721 -3.290  0.312
H: 2.051 9.762 -4.757  0.348
H: 1.063 10.205 -3.370  0.389
H: -0.951 9.205 -4.508  0.261
H: -0.187 7.890 -5.964  0.314
H: 0.657 9.134 -6.891  0.358
H: -2.285 9.231 -6.144  0.299
H: -1.842 8.549 -7.647  0.438
H: -2.734 11.825 -8.828  0.241
H: -3.528 11.032 -7.435  0.284
H: -3.050 10.069 -8.810  0.290
C: 2.135 6.646 -0.501  -0.803
O: 2.533 5.287 -0.767  0.026
C: 3.945 5.019 -0.582  -0.689
C: 4.320 5.003 0.917  -0.789
N: 3.620 3.848 1.567  0.875
C: 3.432 4.110 3.012  -0.747
C: 2.220 5.066 3.249  -0.862
O: 1.115 4.298 2.785  0.471
C: 0.004 5.118 2.448  -0.574
H: 1.070 6.816 -0.662  0.337
H: 2.724 7.306 -1.137  0.280
H: 2.247 6.917 0.548  0.165
H: 4.533 5.756 -1.128  0.527
H: 4.087 4.061 -1.082  0.076
H: 4.108 5.991 1.325  0.374
H: 5.394 4.869 1.045  0.516
H: 2.658 3.919 1.268  -0.730
H: 4.365 4.554 3.358  0.554
H: 3.268 3.144 3.490  -0.085
H: 2.300 6.020 2.727  0.408
H: 2.121 5.223 4.323  0.567
H: 0.191 5.589 1.484  -0.008
H: -0.226 5.884 3.188  0.393
H: -0.884 4.503 2.299  -0.096
C: -4.871 2.264 -11.231  -0.680
O: -3.572 1.964 -10.690  -0.349
C: -3.612 1.532 -9.354  -0.468
C: -2.294 0.890 -8.951  -0.705
N: -1.911 0.927 -7.540  -0.298
C: -2.924 0.294 -6.696  -0.743
C: -2.521 0.245 -5.211  -0.125
O: -1.412 -0.677 -5.145  -0.450
C: -0.311 -0.227 -4.348  -0.701
H: -5.518 1.413 -11.018  0.309
H: -4.817 2.470 -12.300  0.250
H: -5.322 3.097 -10.693  0.288
H: -4.418 0.808 -9.235  0.344
H: -3.789 2.423 -8.752  0.309
H: -1.588 1.504 -9.510  0.443
H: -2.149 -0.112 -9.354  0.326
H: -0.991 0.611 -7.268  0.222
H: -3.128 -0.690 -7.119  0.351
H: -3.794 0.945 -6.781  0.298
H: -3.289 -0.347 -4.714  -0.015
H: -2.416 1.224 -4.742  0.447
H: -0.036 0.774 -4.683  0.584
H: 0.562 -0.872 -4.451  0.177
H: -0.563 -0.246 -3.288  0.160
C: 6.470 -7.080 -2.084  -0.571
O: 5.403 -6.290 -2.662  -0.183
C: 5.722 -5.649 -3.889  -0.769
C: 4.548 -4.959 -4.597  -0.566
N: 4.060 -3.824 -3.775  -0.400
C: 2.599 -3.752 -3.736  -0.938
C: 2.167 -2.583 -2.886  0.464
O: 2.552 -2.864 -1.536  -0.315
C: 1.926 -2.010 -0.565  1.313
H: 6.151 -7.384 -1.087  -0.033
H: 7.376 -6.484 -1.972  0.337
H: 6.648 -7.893 -2.789  0.346
H: 6.141 -6.367 -4.595  0.473
H: 6.528 -4.931 -3.736  0.370
H: 3.724 -5.663 -4.715  0.357
H: 4.934 -4.669 -5.574  0.320
H: 4.331 -3.919 -2.807  0.254
H: 2.162 -4.674 -3.351  0.312
H: 2.222 -3.495 -4.725  0.475
H: 1.083 -2.482 -2.950  -0.001
H: 2.557 -1.620 -3.214  -0.291
H: 2.384 -1.021 -0.557  -0.279
H: 2.059 -2.593 0.346  -0.808
H: 0.841 -1.898 -0.575  -0.122
C: -2.501 -0.622 10.815  -0.873
O: -2.097 -0.915 9.494  -0.126
C: -1.388 -2.171 9.513  -0.986
C: -0.842 -2.447 8.094  -0.106
N: -0.079 -1.330 7.577  -0.364
C: 0.042 -1.372 6.132  -0.301
C: 0.944 -0.187 5.617  -0.266
O: 0.290 1.064 5.824  -0.199
C: 1.150 2.166 5.380  -0.529
H: -3.190 -1.397 11.150  0.353
H: -3.147 0.255 10.857  0.216
H: -1.672 -0.555 11.520  0.347
H: -2.055 -2.927 9.926  0.491
H: -0.555 -2.154 10.215  0.439
H: -1.703 -2.647 7.456  -0.035
H: -0.220 -3.340 8.146  0.344
H: -0.579 -0.489 7.825  0.321
H: -0.924 -1.278 5.635  0.189
H: 0.464 -2.345 5.878  0.069
H: 1.027 -0.289 4.535  -0.360
H: 1.937 -0.264 6.058  0.692
H: 1.232 2.173 4.293  -0.083
H: 2.164 2.106 5.775  0.491
H: 0.697 3.097 5.720  0.300
C: 1.473 -6.991 1.111  -1.698
C: 2.177 -5.683 0.813  1.578
C: 3.730 -5.725 0.515  -0.973
O: 4.447 -5.999 1.684  -0.125
C: 5.068 -7.231 1.830  -0.795
N: 1.550 -5.207 -0.393  -0.366
H: 1.505 -7.577 0.192  0.414
H: 0.463 -6.870 1.501  0.308
H: 1.988 -7.574 1.874  0.301
H: 1.951 -4.902 1.539  -0.338
H: 4.070 -4.796 0.057  0.162
H: 3.987 -6.500 -0.207  0.672
H: 5.779 -7.381 1.017  0.179
H: 4.415 -8.080 2.030  0.305
H: 5.732 -7.149 2.691  0.317
H: 2.139 -4.413 -0.599  -0.467
H: 1.775 -5.858 -1.132  0.422
C: 5.745 -4.347 4.342  -1.654
C: 4.261 -4.019 4.440  0.609
C: 3.726 -2.871 3.533  0.014
O: 4.466 -1.664 3.741  -0.486
C: 3.994 -0.659 2.868  -0.057
N: 3.525 -5.222 4.242  -0.432
H: 6.344 -3.486 4.634  0.406
H: 6.033 -4.533 3.307  0.249
H: 6.110 -5.164 4.964  0.413
H: 4.031 -3.695 5.455  0.366
H: 2.677 -2.678 3.753  0.027
H: 3.783 -3.102 2.469  -0.010
H: 4.396 0.323 3.119  0.259
H: 2.920 -0.512 2.985  -0.174
H: 4.224 -0.972 1.850  0.302
H: 3.634 -5.564 3.298  -0.169
H: 3.938 -6.010 4.719  0.329
C: -3.326 2.155 8.556  -1.330
C: -3.652 3.155 7.411  0.008
C: -3.322 2.583 6.044  -0.035
O: -3.735 3.476 5.085  -0.464
C: -3.438 3.076 3.770  -0.214
N: -5.095 3.319 7.537  -0.791
H: -2.340 1.730 8.371  0.244
H: -4.044 1.334 8.575  0.301
H: -3.253 2.638 9.530  0.453
H: -3.108 4.095 7.500  0.442
H: -3.812 1.621 5.895  0.230
H: -2.240 2.498 5.937  -0.095
H: -2.365 3.190 3.612  0.028
H: -3.847 3.734 3.003  0.323
H: -3.813 2.063 3.625  0.201
H: -5.496 2.411 7.351  0.303
H: -5.318 3.945 6.777  0.334

Computed properties:
- Multiplicity: 1
- Net charge: 0
- Gap between HOMO and LUMO: 0.3045 hartree

***

# 2
Here is a molecular structure, C18H12GaN6O4SSe from OMol25. Energies are from the ωB97M-V functional and the def2-TZVPD basis.

Each line ends with the Mulliken charge.
Element x y z (Å)
Ga: -0.023 0.005 -0.042  0.946
Se: -3.154 -4.382 5.404  0.379
N: -2.119 -2.974 5.425  -0.850
C: -1.861 -2.598 4.187  0.950
C: -1.036 -1.480 3.826  -0.091
C: -0.358 -0.667 4.743  -0.480
C: 0.460 0.339 4.268  -0.969
C: 0.568 0.533 2.894  0.122
N: -0.092 -0.214 2.029  -0.223
C: -0.876 -1.206 2.458  0.017
C: -1.510 -2.011 1.442  0.350
N: -1.280 -1.667 0.168  -0.109
C: -1.794 -2.392 -0.812  0.068
C: -2.578 -3.517 -0.559  -0.919
C: -2.832 -3.894 0.744  -0.440
C: -2.290 -3.129 1.784  -0.039
C: -2.469 -3.418 3.180  0.838
N: -3.187 -4.418 3.655  -0.846
H: -0.479 -0.858 5.798  0.575
H: 1.016 0.968 4.944  0.441
H: 1.204 1.293 2.463  0.442
H: -1.559 -2.062 -1.816  0.478
H: -2.975 -4.088 -1.383  0.444
H: -3.428 -4.761 0.988  0.575
O: 1.600 0.652 -3.388  -0.561
C: 1.392 0.298 -2.256  0.611
O: 0.315 -0.354 -1.870  -0.473
C: 2.320 0.722 -1.085  0.311
O: 3.362 1.289 -1.267  -0.564
O: 1.784 0.518 0.105  -0.423
C: -1.317 2.263 -3.498  -0.775
N: -0.301 2.895 -2.702  0.286
C: 0.741 3.637 -3.179  -0.103
C: 1.538 3.958 -2.127  -0.527
N: 0.966 3.408 -1.019  0.266
C: -0.149 2.750 -1.380  -0.446
S: -1.266 1.986 -0.290  -0.341
H: -1.274 2.651 -4.512  0.315
H: -2.301 2.453 -3.070  0.350
H: -1.137 1.185 -3.525  0.277
H: 0.842 3.883 -4.216  0.465
H: 2.459 4.504 -2.094  0.418
H: 1.331 3.470 -0.077  0.254

Computed properties:
- Multiplicity: 1
- Net charge: +1
- Gap between HOMO and LUMO: 0.2870 hartree

***

Record order is preserved below.
Maximum force: 0.05044; 0.02601 hartree/bohr
Record order is preserved below.
Energy: -4776.43404; -6047.02156 hartree